{
  "formula": "C9H10N2O2",
  "method": "ωB97M-V/def2-TZVPD",
  "symbols": ["O", "C", "C", "C", "C", "C", "C", "C", "N", "N", "C", "C", "O", "H", "H", "H", "H", "H", "H", "H", "H", "H", "H"],
  "coordinates": [[-0.270, 0.006, -2.724], [0.047, -0.250, -1.531], [1.140, 0.332, -0.725], [2.232, 1.135, -0.966], [3.006, 1.581, 0.039], [2.692, 1.177, 1.397], [1.615, 0.391, 1.705], [0.901, -0.002, 0.522], [-0.236, -0.793, 0.638], [-0.616, -0.998, -0.598], [-2.010, -1.355, -0.824], [-3.022, -0.394, -0.161], [-3.038, -0.272, 1.232], [2.429, 1.550, -1.962], [3.799, 2.259, -0.118], [3.245, 1.528, 2.209], [1.448, -0.177, 2.666], [-0.006, -1.605, 1.200], [-2.100, -2.386, -0.430], [-2.079, -1.448, -1.898], [-4.064, -0.895, -0.380], [-2.994, 0.587, -0.781], [-2.118, 0.029, 1.490]],
  "forces_ev_per_angstrom": [[0.45, -1.15, 2.84], [0.40, 1.61, -2.30], [0.16, 0.34, -2.13], [0.51, 1.48, -2.38], [-0.79, -0.74, 2.67], [-0.45, 0.09, -1.04], [0.24, -1.46, -1.58], [-0.38, -0.61, 5.28], [1.33, 0.97, 3.40], [-2.73, -1.23, -4.40], [0.54, -1.07, 1.27], [-2.55, -0.51, -2.62], [2.25, 0.69, 0.28], [-0.14, -0.53, 0.20], [0.76, 0.52, -0.21], [1.26, 0.60, 0.97], [0.06, 1.30, -0.98], [-0.40, -0.52, -0.22], [-0.36, 0.42, 0.02], [-0.53, 0.39, -0.28], [1.83, 1.11, 0.08], [0.01, -1.18, 1.38], [-1.47, -0.51, -0.23]],
  "lowdin_charge": [0.0277, -0.3321, -0.0976, -0.0245, -0.0585, -0.0612, 0.0081, -0.2158, 0.0582, -0.0920, -0.1072, -0.2666, -0.0845, 0.1335, 0.0911, 0.0803, 0.1350, 0.1708, 0.1286, 0.1189, 0.1471, 0.1434, 0.0973],
  "total_energy_ev": -16568.7043,
  "fmax_ev_per_a": 5.325,
  "relative_energy_kcal_mol": 46.47,
  "smiles": "O=c1c2ccccc2[nH]n1CCO",
  "gap_ev": 9.2,
  "homo_ev": -8.6
}

---

{
  "formula": "C5H6N2S",
  "method": "ωB97M-V/def2-TZVPD",
  "symbols": ["C", "C", "C", "C", "C", "H", "H", "H", "H", "H", "H", "N", "N", "S"],
  "coordinates": [[0.614, -0.829, 1.716], [-0.506, 0.633, -0.027], [-0.727, 0.839, -1.409], [0.491, 0.547, -2.173], [1.435, 0.023, -2.701], [-2.551, 0.160, 1.221], [1.601, -1.344, 2.114], [1.362, -0.242, -0.191], [-0.830, 1.337, 0.849], [-1.575, 1.536, -1.999], [2.216, -0.562, -3.101], [-0.345, -1.304, 2.519], [0.777, -0.061, 0.536], [-1.962, -0.733, 2.646]],
  "forces_ev_per_angstrom": [[1.26, -3.04, 1.66], [1.92, 1.80, 0.32], [0.83, 1.79, 1.11], [-1.85, -1.02, 0.08], [-0.16, 0.11, 0.31], [1.46, -2.09, 2.91], [-1.64, 1.32, -1.41], [2.61, -1.39, -1.92], [-0.46, -1.84, -2.04], [2.33, -2.06, 2.36], [0.44, 0.08, -0.34], [0.90, 3.14, -2.78], [-6.92, 1.99, 2.36], [-0.74, 1.21, -2.62]],
  "lowdin_charge": [-0.3046, -0.1276, -0.1135, -0.1871, 0.1082, 0.0087, 0.1419, 0.0327, 0.1142, 0.1641, 0.0278, -0.4300, 0.0385, 0.5267],
  "total_energy_ev": -19090.6005,
  "fmax_ev_per_a": 7.572,
  "relative_energy_kcal_mol": 170.88,
  "gap_ev": 8.2,
  "homo_ev": -8.3
}

---

{
  "formula": "C20H28BF3N",
  "method": "ωB97M-V/def2-TZVPD",
  "symbols": ["F", "C", "F", "F", "C", "C", "C", "C", "C", "C", "C", "C", "C", "C", "C", "C", "C", "H", "H", "H", "H", "H", "H", "H", "H", "H", "H", "C", "C", "N", "C", "C", "C", "C", "B", "H", "H", "H", "H", "H", "H", "H", "H", "H", "H", "H", "H", "H", "H", "H", "H", "H", "H"],
  "coordinates": [[5.478, -0.473, -2.849], [5.141, -0.903, -1.593], [6.009, -1.899, -1.256], [5.386, 0.147, -0.740], [3.701, -1.319, -1.534], [3.365, -2.477, -0.823], [2.020, -2.749, -0.662], [1.007, -1.971, -1.240], [-0.408, -2.284, -0.738], [-1.657, -1.718, -1.427], [-2.897, -1.669, -0.745], [-4.031, -1.172, -1.363], [-3.946, -0.680, -2.674], [-2.725, -0.744, -3.371], [-1.608, -1.307, -2.766], [1.390, -0.834, -1.972], [2.744, -0.514, -2.140], [4.100, -3.123, -0.365], [1.706, -3.575, -0.013], [-0.492, -3.377, -0.559], [-2.939, -2.024, 0.280], [-4.982, -1.146, -0.830], [-4.801, -0.177, -3.120], [-2.650, -0.356, -4.396], [-0.685, -1.442, -3.344], [0.657, -0.127, -2.384], [3.051, 0.392, -2.684], [-2.153, 2.546, 3.247], [-0.675, 2.386, 3.109], [-0.485, 1.570, 1.822], [-0.877, 2.443, 0.633], [-0.631, 1.743, -0.685], [0.927, 1.133, 1.619], [1.547, 0.418, 2.799], [-1.502, 0.419, 2.046], [-0.384, -1.917, 0.247], [-2.452, 2.779, 4.262], [-2.525, 3.334, 2.604], [-2.640, 1.605, 2.974], [-0.107, 3.315, 3.021], [-0.243, 1.814, 3.934], [-1.936, 2.699, 0.744], [-0.287, 3.366, 0.714], [-1.098, 2.319, -1.491], [0.433, 1.670, -0.926], [-1.074, 0.742, -0.736], [0.909, 0.472, 0.752], [1.501, 2.034, 1.370], [2.541, 0.085, 2.476], [1.698, 1.077, 3.652], [1.026, -0.479, 3.132], [-1.056, -0.443, 2.723], [-2.392, 0.390, 1.263]],
  "forces_ev_per_angstrom": [[-0.14, -0.29, 1.06], [1.02, 0.33, -0.42], [-0.81, 0.89, -0.27], [-0.14, -0.79, -0.62], [0.54, -0.47, 0.07], [-0.59, 0.71, -0.19], [-0.46, -0.41, 0.05], [0.06, 0.49, 0.32], [-0.17, -0.60, -1.20], [0.03, -0.38, -0.29], [1.09, -0.02, -0.24], [-0.05, 0.26, -0.49], [0.58, 0.29, 0.05], [-0.74, 0.08, 0.02], [0.19, -0.18, 0.20], [-0.02, 0.26, -0.11], [-0.25, -0.03, 0.37], [0.15, 0.17, -0.06], [0.22, 0.12, -0.37], [-0.05, 0.46, -0.51], [-0.06, -0.04, -0.04], [0.25, 0.00, -0.14], [0.12, -0.32, 0.00], [-0.12, -0.25, 0.50], [-0.49, 0.14, 0.29], [0.30, -0.61, 0.17], [-0.20, -0.55, 0.26], [-0.28, 0.58, 0.54], [0.93, -0.56, -0.48], [-0.52, 1.01, 0.31], [-0.07, 0.01, 0.13], [0.02, 0.11, -0.47], [0.15, -0.49, 0.20], [0.67, -0.08, 0.03], [1.00, 0.01, -1.22], [-0.24, 0.70, 1.64], [0.00, -0.04, 0.16], [-0.27, -0.08, -0.09], [-0.54, -0.13, 0.14], [-0.13, -0.03, -0.07], [-0.15, 0.00, -0.19], [0.31, -0.14, -0.05], [-0.12, -0.21, 0.00], [0.03, -0.01, 0.17], [-0.20, 0.02, 0.06], [0.01, 0.09, 0.13], [0.18, 0.05, -0.01], [-0.09, -0.18, -0.02], [-0.16, 0.10, 0.09], [0.03, -0.03, 0.02], [-0.14, 0.11, -0.12], [-0.62, 0.12, 0.31], [-0.09, -0.19, 0.38]],
  "lowdin_charge": [0.1199, -0.5206, 0.1242, 0.1115, -0.1303, 0.0091, -0.0329, -0.1905, -0.0901, -0.2170, -0.0701, -0.0832, -0.0739, -0.0683, -0.0623, -0.0468, 0.0012, 0.1253, 0.1239, 0.1384, 0.1106, 0.1093, 0.1052, 0.1139, 0.1142, 0.0967, 0.1361, -0.0325, -0.1371, -0.2341, -0.1608, -0.0560, -0.1711, -0.0547, 0.0377, 0.0813, 0.1132, 0.1015, 0.0732, 0.1501, 0.1269, 0.1230, 0.1438, 0.1071, 0.0756, 0.0698, 0.1133, 0.1513, 0.1008, 0.0829, 0.0773, 0.0840, 0.0800],
  "total_energy_ev": -31506.8050,
  "total_charge": 1,
  "fmax_ev_per_a": 1.795,
  "relative_energy_kcal_mol": 0.00,
  "gap_ev": 7.6,
  "homo_ev": -11.6
}